85
Properties=species:S:1:pos:R:3:forces:R:3:mulliken_charge:R:1 method="wB97M-V/def2-TZVPD" s2=8.760 fmax_ev_per_a=0.33 multiplicity=6 homo_lumo_gap_ev="5.61 / 7.03" total_energy_ev=-159546.76217 total_charge=-2 de_lowest_kcal_mol=9.0
Ru -0.163337 -0.278423 0.615998 -0.22 -0.06 -0.13 2.27
C 4.221382 2.188593 3.501016 0.02 -0.01 -0.04 -1.30
C 4.279188 3.641982 3.034188 0.04 0.00 0.05 1.07
C 5.019161 3.783352 1.708820 0.01 0.00 -0.02 -1.30
C 2.891088 4.279325 2.976852 -0.08 0.01 -0.01 -1.43
N 1.976890 3.621497 2.059153 0.03 0.06 -0.03 0.93
C 1.224637 2.540690 2.258590 0.04 -0.06 -0.03 -0.66
N 0.581265 2.274134 1.150345 0.04 0.01 -0.08 0.60
N 0.953461 3.221426 0.262184 -0.04 0.01 0.08 -0.37
N 1.786816 4.036657 0.792927 -0.01 -0.04 0.06 -0.86
H 5.230097 1.808858 3.673651 -0.01 0.01 -0.01 0.45
H 3.762492 1.536604 2.754845 -0.01 0.00 0.01 0.08
H 3.659542 2.087986 4.433235 0.00 0.00 -0.01 0.39
H 4.814279 4.225588 3.794555 0.00 0.00 0.00 0.31
H 4.520234 3.218378 0.922968 0.01 0.02 0.00 0.04
H 6.034446 3.392479 1.797178 -0.01 0.00 0.00 0.43
H 5.076363 4.828890 1.394496 0.01 0.00 0.01 0.38
H 2.952513 5.318363 2.653724 0.01 0.01 0.00 0.37
H 2.421462 4.247312 3.961361 0.01 0.01 0.01 0.46
H 1.168498 2.002386 3.188039 0.02 -0.04 0.00 0.17
C -0.907614 -5.722496 0.433734 0.00 0.00 0.01 -1.21
C -0.471293 -4.661737 -0.568517 -0.02 0.00 -0.02 0.08
N -1.597759 -3.972523 -1.184092 -0.04 0.09 -0.08 -0.02
C -2.180721 -2.803539 -0.735118 0.15 -0.24 0.18 0.27
S -1.700087 -2.286389 0.892464 -0.01 -0.01 -0.05 -0.48
N -3.066068 -2.146429 -1.393068 -0.07 0.03 -0.06 0.00
C -3.448813 -2.599714 -2.712446 0.03 0.07 -0.03 -0.87
C -4.512059 -3.697086 -2.667860 -0.02 -0.03 0.02 -1.21
H -0.037009 -6.235951 0.851447 -0.03 0.03 -0.02 0.34
H -1.561165 -6.461441 -0.038957 0.01 -0.01 0.01 0.40
H -1.451107 -5.250525 1.253184 0.01 0.00 -0.01 0.22
H 0.099392 -5.125323 -1.377853 0.01 0.00 -0.01 0.42
H 0.182865 -3.937793 -0.092944 0.05 0.02 0.04 -0.32
H -1.764157 -4.190248 -2.150911 -0.03 -0.01 0.00 0.24
H -1.800102 -0.104031 -1.413863 -0.05 0.01 -0.01 0.86
H -2.591355 -2.931065 -3.323828 -0.01 -0.02 0.02 0.47
H -3.859139 -1.736170 -3.245230 -0.01 -0.01 0.00 0.35
H -4.148315 -4.579589 -2.137572 0.01 0.01 -0.01 0.26
H -4.817521 -3.996323 -3.674924 0.00 0.00 0.00 0.40
H -5.391759 -3.333414 -2.133408 0.01 0.01 0.00 0.29
Se -0.625732 1.140791 5.500823 0.11 0.05 -0.02 -0.32
C -0.469823 0.422977 3.863880 -0.26 -0.14 0.03 0.11
N -0.381440 -0.010459 2.788847 0.12 0.05 0.01 -0.96
C -3.703936 0.546262 0.653177 -0.03 0.03 -0.01 -2.25
C -2.911330 1.420412 -0.320738 -0.03 0.04 0.02 3.91
C -2.613550 2.744104 0.397621 0.00 0.00 -0.02 -2.01
C -1.608733 0.750309 -0.761000 0.11 0.09 -0.01 -2.52
C -3.701502 1.684461 -1.607392 -0.01 0.01 0.03 -0.36
C -3.290378 2.682797 -2.496344 -0.01 0.00 0.03 -0.47
C -3.953116 2.909411 -3.691274 0.00 0.00 -0.02 -0.79
C -5.050632 2.133238 -4.044440 0.00 0.02 -0.02 -0.37
C -5.463246 1.128527 -3.183878 0.01 -0.01 0.03 -0.74
C -4.797934 0.908006 -1.983069 0.03 0.02 0.00 -0.06
H -3.131885 0.424354 1.575095 -0.03 0.02 -0.02 0.29
H -3.873294 -0.452076 0.254887 0.00 0.00 -0.01 0.29
H -4.661134 1.022176 0.898323 0.00 -0.02 0.01 0.51
H -2.108484 2.533008 1.341771 -0.01 0.01 -0.02 0.39
H -3.542222 3.282885 0.611090 0.00 0.00 0.01 0.42
H -1.955595 3.393961 -0.181303 0.01 -0.01 0.01 0.31
H -0.941666 1.457940 -1.261298 -0.04 -0.01 0.01 0.72
H -2.418494 3.278481 -2.256547 -0.01 0.00 0.00 0.25
H -3.602218 3.689936 -4.357493 -0.01 -0.01 0.00 0.36
H -5.568116 2.304350 -4.981541 0.01 0.00 0.01 0.37
H -6.306893 0.500257 -3.448192 0.00 0.00 0.00 0.36
H -5.117611 0.099299 -1.341846 -0.01 -0.02 0.01 0.28
F 6.402181 -0.794928 -2.358280 -0.03 0.00 0.00 -0.37
C 5.115230 -0.572569 -2.016014 0.03 0.03 0.05 0.55
C 4.085250 -1.221018 -2.670809 -0.05 -0.07 -0.06 0.20
F 4.375351 -2.092735 -3.658454 -0.01 0.05 0.06 -0.36
C 2.771934 -0.986890 -2.320712 0.00 -0.09 -0.04 0.48
F 1.814433 -1.657706 -2.982638 0.03 0.04 0.05 -0.39
C 2.395642 -0.096965 -1.294604 0.11 -0.22 -0.15 -0.44
O 1.151620 0.094851 -1.000895 0.04 0.21 0.07 -0.61
C 3.476050 0.545509 -0.668476 -0.08 0.17 0.14 0.16
F 3.235515 1.443067 0.309827 0.03 -0.15 -0.13 0.24
C 4.793855 0.314219 -1.008648 0.07 0.02 -0.01 0.12
F 5.777471 0.971395 -0.362687 -0.05 -0.03 -0.02 -0.33
F 2.030012 -4.566375 2.217706 0.03 0.02 0.02 -0.24
C 2.142687 -3.310631 2.693850 -0.09 -0.05 -0.01 0.40
F 3.051483 -3.340191 3.684621 0.01 -0.01 0.01 -0.24
F 0.968402 -2.977299 3.229872 0.02 0.02 -0.01 -0.20
S 2.652067 -2.146308 1.361806 0.16 0.05 0.03 0.76
O 3.947624 -2.647120 0.973890 0.01 0.00 -0.01 -0.72
O 2.625378 -0.855439 2.017904 0.05 0.11 0.08 -0.68
O 1.600068 -2.302532 0.369220 -0.07 -0.10 0.05 -0.56